No. 1
{"formula": "C30H25BrN6O3S3Ti", "method": "ωB97M-V/def2-TZVPD", "s2": 2.019, "multiplicity": 3, "e_homo_ev": [-0.41, -1.98], "homo_lumo_gap_ev": [4.52, 6.09], "total_charge": -2, "symbols": ["N", "H", "C", "H", "C", "S", "Ti", "C", "H", "C", "H", "H", "H", "C", "H", "C", "C", "C", "S", "N", "C", "H", "C", "C", "H", "C", "C", "C", "H", "C", "Br", "H", "C", "C", "H", "O", "N", "H", "H", "S", "H", "C", "C", "H", "C", "N", "C", "H", "C", "C", "O", "C", "C", "C", "C", "C", "H", "C", "H", "O", "H", "H", "H", "C", "N", "H", "H", "N", "H"], "xyz": [[-1.9766, -1.2923, 1.2565], [1.1722, 3.3795, -7.0777], [0.1693, 3.1855, -2.5225], [0.5092, 0.5360, -3.0791], [-0.1974, -5.3735, -1.7089], [-2.8569, -2.6302, -0.7881], [-0.2357, 1.5680, 0.2256], [0.4948, -1.2381, 2.3250], [-2.4392, 5.1945, 3.3005], [-0.5092, -4.4043, 0.4619], [0.2169, -5.5468, 2.1110], [4.0184, 2.9233, 3.1096], [-4.9127, 4.1964, -0.0801], [1.0629, -2.0882, 3.2646], [1.4413, 0.9185, -7.2521], [-4.0137, 4.0890, 0.5101], [-0.6561, -4.3221, -0.9226], [-0.4038, 3.6071, 2.4888], [-2.1200, 0.2736, -0.9480], [3.8997, 2.2522, 2.3656], [0.4031, -6.4879, -1.1336], [2.4935, -3.6457, 3.6701], [1.1844, 1.3819, -6.3090], [-2.2731, -1.1301, 0.0262], [-0.6234, -2.2392, -1.4673], [0.5467, -6.5607, 0.2435], [0.9969, 0.6047, -5.1781], [0.9680, -1.2283, 0.9842], [-3.1652, 2.6103, -0.7781], [-1.6641, 3.7571, 1.8969], [1.2035, -1.2844, -5.3243], [-0.8590, -3.5846, 1.0808], [2.5451, -2.9773, 1.6163], [0.0886, -5.5138, 1.0367], [2.3875, -2.1109, -0.3449], [0.0396, 4.4033, -2.4720], [1.6822, 2.7600, 2.5541], [-0.4438, -0.0048, 4.7592], [-1.1488, 1.3757, 3.8999], [2.4164, 1.8072, 0.1667], [0.6896, -2.0600, 4.2838], [0.6682, 1.1556, -3.9528], [-3.8148, 4.8190, 1.7030], [3.3381, -3.6599, 1.3296], [2.0154, -2.1233, 0.6727], [-1.6510, -0.1672, 2.0111], [0.5269, 2.5359, -3.8565], [-1.4534, -3.2835, -2.6240], [2.0738, -2.9765, 2.9288], [-3.0323, 3.2102, 0.1122], [0.0183, 2.3410, -1.5838], [-0.3647, 0.6222, 3.8625], [0.7078, 3.3315, -4.9799], [-0.5550, -0.2619, 2.6695], [2.6268, 2.3092, 1.7941], [-1.2830, -3.1078, -1.5617], [0.5888, 4.4004, -4.8635], [1.0344, 2.7581, -6.2005], [-0.3074, -5.3154, -2.7863], [0.4704, -0.4451, 0.0849], [1.0181, -7.4247, 0.6977], [4.6349, 2.2716, 1.6757], [-4.5724, 5.5046, 2.0655], [-2.6453, 4.6495, 2.3865], [0.4456, 2.7527, 1.9416], [-0.1056, 4.1981, 3.3489], [0.6150, 1.0965, 3.8646], [-1.8848, 3.0054, 0.7713], [0.7564, -7.2968, -1.7628]], "forces_ev_per_angstrom": [[0.0, 0.1, 0.1], [0.0, 0.0, 0.0], [-0.1, 0.0, -0.1], [0.0, 0.0, 0.0], [0.0, 0.0, 0.0], [-0.1, 0.0, 0.0], [0.7, -0.4, 0.1], [0.1, 0.0, 0.0], [0.0, 0.0, 0.0], [0.0, 0.0, 0.0], [0.0, 0.0, 0.0], [0.0, 0.0, 0.0], [0.0, 0.0, 0.0], [0.0, 0.0, 0.1], [0.0, 0.0, 0.0], [0.1, 0.0, 0.0], [0.0, 0.0, 0.0], [0.0, -0.1, -0.1], [-0.1, 0.2, -0.1], [0.1, -0.1, -0.1], [0.0, 0.0, 0.0], [0.0, 0.0, 0.0], [0.0, 0.0, 0.0], [0.0, 0.0, 0.1], [0.0, 0.0, 0.0], [0.0, 0.0, 0.0], [0.0, 0.0, 0.0], [0.1, 0.0, 0.0], [0.0, 0.0, 0.0], [0.1, 0.0, 0.1], [0.0, 0.0, 0.0], [0.0, 0.0, 0.0], [0.0, 0.0, 0.0], [0.0, 0.0, 0.0], [0.0, 0.0, 0.0], [0.0, -0.1, 0.0], [0.1, 0.0, 0.2], [0.0, 0.0, 0.0], [0.0, 0.0, 0.0], [0.1, 0.0, 0.0], [0.0, 0.0, 0.0], [0.0, -0.1, 0.0], [0.0, 0.0, 0.0], [0.0, 0.0, 0.0], [0.1, 0.0, -0.1], [-0.4, -0.2, 0.0], [0.0, 0.0, 0.0], [0.0, 0.0, 0.0], [0.0, 0.0, 0.0], [-0.1, 0.0, -0.1], [-0.1, 0.1, 0.1], [0.0, 0.0, 0.1], [0.0, 0.0, 0.0], [0.1, 0.0, 0.1], [-0.1, 0.0, -0.1], [0.1, -0.1, 0.0], [0.0, 0.0, 0.0], [0.0, 0.0, 0.0], [0.0, 0.0, 0.0], [-0.2, 0.5, 0.0], [0.0, 0.0, 0.0], [-0.1, 0.0, 0.0], [0.0, 0.0, 0.0], [-0.1, 0.1, 0.0], [-0.5, 0.1, -0.2], [0.0, 0.0, 0.0], [0.0, 0.0, 0.0], [0.2, -0.1, -0.1], [0.0, 0.0, 0.0]]}

No. 2
{"formula": "C30H25F3N3OS3SbTeW", "method": "ωB97M-V/def2-TZVPD", "multiplicity": 1, "e_homo_ev": [-7.25, -7.35], "homo_lumo_gap_ev": [5.46, 6.12], "total_charge": 0, "symbols": ["N", "C", "N", "C", "H", "C", "C", "H", "H", "C", "H", "C", "H", "H", "C", "C", "C", "C", "C", "H", "C", "H", "C", "F", "C", "C", "Sb", "S", "F", "H", "C", "H", "C", "C", "C", "H", "H", "C", "H", "C", "C", "W", "C", "H", "H", "C", "C", "N", "H", "H", "H", "H", "H", "H", "H", "C", "Te", "S", "S", "C", "C", "H", "O", "H", "C", "C", "F", "H"], "xyz": [[1.3550, -0.2197, 2.5858], [3.9463, -0.0067, -3.2883], [1.9094, -2.4050, 2.2329], [4.3121, 2.7193, -3.6494], [-3.3340, 2.4711, -0.0776], [-2.4561, 4.3881, 2.5906], [0.1580, -2.9469, -2.3943], [-0.6771, -2.4659, -1.9026], [2.5415, -2.3850, 3.0139], [4.9688, 0.7982, 1.6208], [2.9895, -4.7261, -4.2935], [1.1953, -4.9400, -3.1559], [4.4684, 3.7816, -3.7805], [-2.7731, 5.2626, 3.1428], [-2.7773, 2.8341, 0.7759], [-1.3503, 3.6786, 3.0057], [-1.6278, -0.8398, -6.0230], [2.2001, -2.8302, -3.6321], [-1.1295, -0.6780, -4.7404], [-0.8010, 3.9777, 3.8909], [-0.9360, -0.2696, -7.0743], [-1.6597, -1.1300, -3.9101], [3.8320, 3.5227, 2.2299], [-1.3981, -0.4429, -8.3259], [3.0475, 2.2134, -3.3780], [3.6970, 1.3291, 1.0210], [0.9254, 0.0355, -2.5712], [0.2669, -1.4056, 0.4189], [1.2203, -6.2839, -3.2429], [-4.0620, 4.4886, 1.1642], [1.2017, -2.1829, -2.9157], [4.9132, 3.5419, 2.0841], [0.2150, 0.4684, -6.8839], [-1.6214, 2.1503, 1.1460], [0.1082, 1.6704, 2.8175], [6.0722, -0.1734, -3.6149], [2.2235, 2.9121, -3.3158], [1.2659, -1.2863, 1.8607], [0.7227, 0.9027, -7.7346], [5.2145, 0.4837, -3.5570], [2.2077, -4.2144, -3.7480], [0.5526, 1.0714, -0.1607], [-3.1766, 3.9528, 1.4809], [1.6027, 1.1997, -5.4307], [5.8153, 1.4372, 1.3579], [5.3740, 1.8433, -3.7361], [0.1457, -4.3294, -2.4992], [0.6557, 0.8175, 2.0324], [3.4358, 4.5229, 2.0583], [1.8860, -3.2026, 1.6279], [5.1689, -0.2060, 1.2524], [2.9683, -2.2624, -4.1410], [4.8897, 0.7666, 2.7094], [-0.6504, -4.9266, -2.0751], [3.6370, 3.2516, 3.2710], [-0.9066, 2.5601, 2.2951], [-0.3347, 2.6717, -2.0486], [1.7310, 3.0657, 0.4746], [2.8627, 0.2848, -0.1125], [0.0392, 0.0439, -4.5204], [3.1881, 2.5382, 1.2964], [-2.5287, -1.4069, -6.2151], [-1.2223, 1.0707, 0.4533], [0.3044, 1.6291, 3.8845], [2.8542, 0.8517, -3.1970], [0.7001, 0.6249, -5.5932], [6.6025, 2.3272, -4.0022], [3.8212, -1.0639, -3.1078]], "forces_ev_per_angstrom": [[0.4, -0.2, 0.4], [0.0, 0.1, 0.1], [0.0, -0.2, 0.1], [0.0, 0.0, 0.0], [0.0, 0.0, 0.0], [0.0, 0.1, 0.1], [0.1, 0.0, -0.1], [0.0, 0.0, 0.1], [-0.1, 0.0, 0.0], [-0.1, 0.1, -0.1], [0.0, 0.0, 0.0], [0.0, 0.1, 0.0], [0.0, 0.0, 0.0], [0.0, 0.0, 0.0], [0.0, -0.1, -0.1], [0.1, -0.1, 0.0], [-0.1, -0.1, 0.0], [0.0, 0.2, -0.1], [0.0, 0.1, 0.0], [0.0, 0.0, 0.0], [0.1, 0.0, 0.1], [0.0, 0.0, 0.0], [0.0, 0.0, -0.1], [0.0, 0.0, 0.0], [0.1, 0.0, -0.1], [-0.2, -0.3, -0.3], [2.0, -1.6, -2.8], [0.1, 0.0, 0.0], [0.0, 0.0, 0.0], [0.0, 0.0, 0.0], [-0.4, 0.8, 0.7], [0.0, 0.0, 0.0], [0.0, 0.0, -0.1], [-0.2, 0.1, 0.6], [-0.1, -0.2, -0.2], [0.0, 0.0, 0.0], [0.0, 0.0, 0.1], [-0.4, 0.2, 0.0], [0.0, 0.0, 0.0], [0.1, -0.1, 0.0], [0.0, 0.0, -0.1], [2.4, -0.2, 0.6], [0.0, 0.0, 0.0], [0.0, 0.0, -0.1], [0.0, 0.0, 0.0], [-0.1, 0.0, 0.0], [0.0, 0.0, 0.0], [0.2, 0.3, 0.1], [0.0, 0.0, 0.0], [0.1, 0.0, 0.0], [0.0, 0.0, 0.1], [-0.1, -0.2, 0.0], [0.0, 0.0, 0.0], [0.0, 0.0, 0.0], [0.0, 0.0, 0.0], [-0.3, 0.1, -0.1], [-0.1, 0.6, 0.0], [0.0, 0.0, -0.1], [0.1, 0.3, 0.4], [-0.4, 0.2, 0.4], [-0.3, 0.1, -0.2], [0.0, 0.0, 0.0], [-2.6, 0.5, 0.6], [0.0, -0.2, 0.0], [-0.5, -0.4, 0.1], [0.0, 0.1, 0.1], [0.0, 0.0, 0.0], [0.2, 0.1, 0.1]]}

Relative energy (zero: lowest compared OMol25 entry of this formula, charge and spin) readings, ordered: 9.95; 42.98 kcal per mole
E readings, ordered: -172267.4196; -94347.3639 eV